57
Properties=species:S:1:pos:R:3:forces:R:3:lowdin_spin:R:1 method="wB97M-V/def2-TZVPD" e_tot_ev=-90253.69445 charge=+2 s2=0.755 spin_multiplicity=2 molar_mass_g_mol=495.11 homo_lumo_gap_ha="0.327 / 0.209"
Cu -0.169907 -0.433134 -0.071687 0.0 -0.3 0.0 0.632
C 0.521927 -0.003199 -3.033471 0.1 0.0 0.0 0.001
N 1.359306 -0.213617 -1.834400 0.0 0.0 0.1 0.006
C 2.169909 0.951807 -1.443354 0.0 0.0 0.0 0.001
C 1.381361 1.831804 -0.520590 0.0 -0.1 0.0 0.014
N 0.440901 1.359858 0.282318 0.0 0.2 -0.2 0.036
C -0.069688 2.460117 0.981827 0.0 -0.2 0.1 0.002
C -1.072940 2.533638 1.943442 0.0 0.0 0.0 0.003
C -1.342091 3.781355 2.465550 0.0 0.0 0.0 0.000
C -0.633788 4.922971 2.051648 0.0 0.0 0.0 0.002
C 0.365527 4.856883 1.102387 -0.1 0.0 0.0 0.002
C 0.623550 3.595577 0.580000 0.1 0.1 -0.1 0.002
N 1.531913 3.152548 -0.385125 0.0 0.0 0.1 0.010
C -0.939252 -0.197320 -2.749789 0.0 0.0 0.0 0.003
N -1.452804 -0.323729 -1.546596 -0.1 -0.1 -0.1 0.078
C -2.841221 -0.432441 -1.707603 0.1 0.0 0.2 0.007
C -3.860800 -0.577169 -0.770085 0.0 0.0 0.0 0.000
C -5.147053 -0.643884 -1.257773 0.0 0.0 -0.1 0.000
C -5.420364 -0.572696 -2.636016 0.0 0.0 0.0 0.000
C -4.417616 -0.429532 -3.570407 0.1 0.0 0.1 0.001
C -3.122926 -0.358080 -3.066054 0.0 0.0 -0.2 0.003
N -1.887714 -0.217420 -3.698667 0.0 0.0 0.1 0.000
H 0.832055 -0.678701 -3.832632 0.0 0.0 0.0 0.000
H 0.670699 1.011285 -3.412588 0.0 0.0 0.0 0.000
H 1.977054 -0.998748 -1.989593 0.0 0.0 0.0 0.000
H 2.519785 1.525427 -2.305837 0.0 0.0 0.0 0.000
H 3.059410 0.594654 -0.920604 0.0 0.0 0.0 0.000
H -1.616728 1.656404 2.270122 0.0 0.0 0.0 0.000
H -2.114349 3.890645 3.214296 0.0 0.0 0.0 0.000
H -0.880128 5.879444 2.491426 0.0 0.0 0.0 0.000
H 0.907086 5.738048 0.787733 0.0 0.0 0.0 0.000
H 2.204320 3.719463 -0.878184 0.0 0.0 0.0 0.000
H -3.653379 -0.653492 0.287875 0.0 0.0 0.0 0.000
H -5.971574 -0.759948 -0.568239 0.0 0.0 0.0 0.000
H -6.446905 -0.634013 -2.970079 0.0 0.0 0.0 0.000
H -4.628001 -0.377594 -4.629569 0.0 0.0 0.0 0.000
H -1.732550 -0.132237 -4.690540 0.0 0.0 0.0 0.000
C 0.978712 -1.602828 6.330129 0.0 0.0 0.0 0.003
C 0.575740 -1.851439 4.906860 0.1 0.0 0.0 0.016
C -0.720990 -2.242770 4.581060 -0.1 0.0 0.0 0.005
C -1.095188 -2.479889 3.266843 0.1 0.0 0.1 0.010
C -0.136966 -2.328772 2.273820 -0.1 -0.1 0.1 0.027
C 1.167602 -1.923743 2.561795 0.0 0.0 0.0 0.018
C 1.511279 -1.690682 3.878037 0.0 0.0 0.0 -0.003
S -0.636518 -2.562755 0.605940 -0.2 0.5 -0.2 0.069
C 0.331004 -3.925791 0.022267 0.0 -0.2 0.0 0.014
O -2.060488 -2.863612 0.495456 0.1 -0.1 0.1 0.030
H 0.179619 -1.857412 7.022528 0.0 0.0 0.0 0.000
H 1.235105 -0.552399 6.476164 0.0 0.0 0.0 0.001
H 1.856619 -2.194736 6.589922 0.0 0.0 0.0 0.001
H -1.451162 -2.372196 5.369490 0.0 0.0 0.0 0.000
H -2.101178 -2.786708 3.012668 0.0 0.0 0.0 0.000
H 1.914975 -1.813463 1.781530 0.0 0.0 0.0 0.001
H 2.522215 -1.388575 4.121273 0.0 0.0 0.0 0.000
H 0.002658 -4.788535 0.604053 0.0 0.0 -0.1 0.003
H 1.391417 -3.735306 0.179413 0.0 0.0 0.0 0.000
H 0.100222 -4.062765 -1.032789 0.0 0.0 0.0 0.000